--- a ---
Formula: C10H15B
Source: the Open Molecules 2025 dataset
Level of theory: ωB97M-V/def2-TZVPD

Geometry as XYZ:
```
26
Properties=species:S:1:pos:R:3:lowdin_charge:R:1
B -0.71716 0.88435 -0.09540 -0.710
C 2.71792 -1.73405 1.12778 -0.081
C 1.41655 -2.21005 1.28316 -0.107
C 2.97092 -0.51905 0.42721 -0.049
C 0.38947 -1.42419 0.85155 -0.068
C 1.87157 0.20465 -0.02900 -0.095
C 0.62763 -0.15986 0.29598 -0.107
C -0.22673 2.42261 -0.42977 -0.055
C -1.75335 0.97832 1.10454 -0.062
C -2.19651 -0.71246 -1.75964 -0.060
C -1.11843 0.16101 -1.46010 0.114
H 3.46561 -2.41092 1.43610 0.077
H 1.35112 -3.21708 1.80155 0.127
H 3.91934 -0.03017 0.10614 0.113
H -0.54894 -1.90060 1.12461 0.114
H 2.13225 1.03421 -0.61820 0.095
H -1.04055 3.11687 -0.49331 0.040
H 0.44235 2.60201 -1.24996 0.032
H 0.41898 2.62247 0.48496 0.089
H -1.49313 1.19001 2.12954 0.055
H -2.21151 -0.00397 1.16736 0.034
H -2.58298 1.70406 0.77323 0.089
H -1.93217 -1.72107 -1.86184 0.087
H -2.91694 -0.54053 -1.01937 0.063
H -2.60535 -0.60256 -2.87415 0.158
H -0.37996 0.26599 -2.22298 0.107
```

Molecular weight = 146.04 g mol⁻¹
HOMO-LUMO gap = 7.879 eV

--- b ---
Formula: C10H15B
Source: the Open Molecules 2025 dataset
Level of theory: ωB97M-V/def2-TZVPD

Geometry as XYZ:
```
26
Properties=species:S:1:pos:R:3:lowdin_charge:R:1
B 2.46420 -0.35928 0.18974 0.028
C -0.42694 -2.21864 -1.30460 0.126
C 1.32031 0.33562 -0.28364 -0.177
C -0.68006 -1.19937 -0.44811 -0.333
C -0.07940 0.09017 -0.37758 -0.179
C -1.97964 -1.38036 0.37181 -0.178
C -0.97454 1.30407 -0.35005 -0.162
C -2.53580 -0.08656 0.94216 -0.207
C -2.44745 0.96812 -0.15117 -0.195
C 3.75796 -1.01654 0.68755 -0.030
C 1.81678 1.75355 -0.62711 -0.073
H -0.93398 -3.16736 -1.10608 0.010
H -2.74009 -1.83890 -0.26594 0.110
H -1.75006 -2.08914 1.17498 0.116
H -0.65514 1.97867 0.45315 0.117
H -0.84867 1.84632 -1.29420 0.126
H -3.56670 -0.23741 1.27076 0.109
H -1.94665 0.23319 1.80562 0.117
H -3.00471 1.86842 0.11393 0.109
H -2.87127 0.56403 -1.07304 0.120
H 4.56976 -0.95000 -0.03610 0.068
H 3.55537 -2.08081 0.82980 0.075
H 4.12645 -0.62940 1.63909 0.064
H 2.90458 1.79927 -0.61752 0.072
H 1.44488 2.48871 0.08333 0.078
H 1.48082 2.02364 -1.62679 0.088
```

Molecular weight = 146.04 g mol⁻¹
HOMO-LUMO gap (spin up / spin down) = 7.993 / 5.870 eV

Which is the most stable structure? a is the most stable.

--- a ---
Formula: C3H3F3O
Source: the Open Molecules 2025 dataset
Level of theory: ωB97M-V/def2-TZVPD

Geometry as XYZ:
```
10
Properties=species:S:1:pos:R:3:lowdin_charge:R:1
C 1.26591 0.48359 -0.55249 0.071
C -0.63715 -0.67726 1.29798 -0.072
C 0.32146 -0.10187 -1.28906 -0.488
O -1.72195 -0.02742 1.40035 0.101
F 0.35484 0.03846 2.10246 -0.105
F -0.78659 0.58475 -1.67085 0.074
F 0.20069 -1.32440 -1.67212 0.157
H 1.29920 1.57515 -0.60404 0.088
H 2.02992 0.08461 0.03481 0.055
H -2.32632 -0.63560 0.95296 0.118
```

Molecular weight = 112.05 g mol⁻¹
HOMO-LUMO gap = 10.255 eV

--- b ---
Formula: C3H3F3O
Source: the Open Molecules 2025 dataset
Level of theory: ωB97M-V/def2-TZVPD

Geometry as XYZ:
```
10
Properties=species:S:1:pos:R:3:lowdin_charge:R:1
C -3.44482 0.13684 0.38222 -0.263
C 0.30099 -0.21500 -0.33247 0.024
C -0.62753 -1.28322 -0.05672 -0.436
O -2.20736 -0.15325 0.42843 -0.129
F -3.94165 -0.15514 -0.79313 -0.011
F -0.95500 -2.06636 -1.02166 0.218
F -0.79682 -1.90850 1.03631 0.230
H 0.92244 0.09603 0.55310 0.126
H -0.28832 0.62535 -0.72020 0.110
H 1.05426 -0.36139 -1.17570 0.130
```

Molecular weight = 112.05 g mol⁻¹
HOMO-LUMO gap = 7.617 eV

Which is the most stable structure? a is the most stable.

--- a ---
Formula: C8H12N2PRe
Source: the Open Molecules 2025 dataset
Level of theory: ωB97M-V/def2-TZVPD

Geometry as XYZ:
```
24
Properties=species:S:1:pos:R:3:lowdin_charge:R:1
C 0.49154 0.98687 -2.31945 -0.339
C 0.27523 0.25576 -3.51747 -0.170
C -0.04620 -1.09811 -3.57476 -0.107
C -0.14169 -1.91908 -2.45082 -0.164
C 0.02064 -1.48024 -1.10984 -0.267
Re 0.17419 0.36621 -0.50595 1.146
P 0.31956 2.58190 0.26955 0.650
H 0.82520 2.02422 -2.53124 0.027
H 0.37297 0.80482 -4.45827 0.105
H -0.20346 -1.55394 -4.55887 0.117
H 0.00224 -2.33084 -0.40291 0.027
H -0.34782 -2.98213 -2.59436 0.104
H -0.75047 3.17908 0.99950 -0.067
H 0.46042 3.63115 -0.67929 -0.068
H 1.38906 3.00340 1.11568 -0.070
N -0.22316 -0.16175 3.78006 0.087
C -0.60798 -1.45100 3.41655 -0.035
C -0.54895 -1.48693 2.05179 -0.092
N -0.11658 -0.22804 1.58791 -0.158
C 0.07612 0.53742 2.64551 -0.200
H -0.16337 0.23042 4.71613 0.172
H -0.89059 -2.21535 4.12148 0.128
H -0.76057 -2.27114 1.34937 0.089
H 0.39371 1.57730 2.64972 0.084
```

Total charge = +1
Molecular weight = 353.38 g mol⁻¹
2S+1 = 4
HOMO-LUMO gap (spin up / spin down) = 7.077 / 6.974 eV

--- b ---
Formula: C8H12N2PRe
Source: the Open Molecules 2025 dataset
Level of theory: ωB97M-V/def2-TZVPD

Geometry as XYZ:
```
24
Properties=species:S:1:pos:R:3:lowdin_charge:R:1
C 1.09642 0.81667 -2.31262 -0.244
C 0.28480 0.26246 -3.32469 -0.192
C -0.34297 -0.95231 -3.06519 -0.116
C -0.13795 -1.54667 -1.78515 -0.434
C 1.21000 -1.22134 -1.17823 -0.174
Re -0.01584 0.17356 -0.94207 1.131
P 0.09174 2.48644 0.10889 0.708
H 1.62389 1.72202 -2.49950 0.060
H 0.15322 0.78812 -4.29212 0.126
H -1.04756 -1.41863 -3.78049 0.136
H 1.79349 -1.97687 -0.70637 0.051
H -0.67076 -2.42210 -1.50764 0.097
H -1.00088 2.98837 0.86727 -0.076
H 0.16084 3.53526 -0.84575 -0.084
H 1.19419 2.90659 0.91685 -0.074
N -0.19110 -0.34275 3.56694 0.075
C -0.87040 -1.49457 3.18165 -0.047
C -1.02142 -1.40388 1.81561 -0.103
N -0.42539 -0.21633 1.36708 -0.120
C 0.07101 0.38943 2.45830 -0.203
H 0.10045 -0.07658 4.50435 0.172
H -1.16482 -2.26072 3.85981 0.116
H -1.48531 -2.08031 1.11735 0.105
H 0.59435 1.34414 2.47571 0.091
```

Total charge = +1
Molecular weight = 353.38 g mol⁻¹
2S+1 = 4
HOMO-LUMO gap (spin up / spin down) = 6.524 / 8.409 eV

Which is the most stable structure? a is the most stable.